This record from OMol25 describes C24H66Cu4N6O14S2 as an isolated structure in a non-equilibrium geometry. The level of theory is the ωB97M-V functional and the def2-TZVPD basis.

HOMO ... -6.86 eV
Gap between HOMO and LUMO ... 4.011 eV
Energy relative to the best compared isomer or geometry (same formula, charge and spin) ... 0.00 kcal per mole

Last column: Mulliken charge in e.
Positions of all 116 atoms, in Å:
Cu (1.129, -3.836, 2.094)  0.390
Cu (2.098, 0.311, -1.187)  -0.066
Cu (-1.633, -1.103, 4.065)  -0.053
Cu (-2.145, -3.059, 1.891)  0.103
S (0.125, -1.334, 1.190)  1.283
O (-0.991, -0.888, 2.033)  0.412
O (0.514, -0.317, 0.231)  0.918
O (1.268, -1.642, 2.089)  -0.984
O (-0.263, -2.609, 0.514)  -0.743
S (-4.302, -2.014, 4.267)  1.291
O (-3.533, -1.180, 5.223)  -0.806
O (-4.337, -3.370, 4.789)  -0.726
O (-5.633, -1.434, 4.087)  -0.715
O (-3.483, -1.948, 3.016)  -0.238
C (-0.038, -2.686, -4.704)  -1.664
C (-0.555, -2.654, -3.265)  0.787
C (-1.055, -4.040, -2.818)  -0.419
O (-1.960, -4.639, -3.713)  -0.455
C (-3.208, -4.003, -3.797)  -0.642
N (0.560, -2.196, -2.390)  -0.167
H (-0.845, -2.839, -5.421)  0.288
H (0.715, -3.473, -4.800)  0.354
H (0.467, -1.774, -5.014)  0.385
H (-1.372, -1.939, -3.163)  -0.036
H (-1.486, -3.897, -1.813)  0.264
H (-0.220, -4.719, -2.632)  0.416
H (-3.869, -4.381, -3.011)  0.291
H (-3.676, -4.219, -4.762)  0.329
H (-3.210, -2.909, -3.804)  0.216
H (0.158, -2.074, -1.462)  -0.475
H (1.124, -3.021, -2.178)  0.248
C (3.804, -2.544, -0.726)  -1.136
C (4.576, -1.435, -0.021)  0.539
C (5.581, -0.753, -0.929)  -0.788
O (6.480, -1.629, -1.541)  -0.350
C (7.421, -2.213, -0.674)  -0.776
N (3.635, -0.436, 0.518)  -0.356
H (4.371, -3.477, -0.757)  0.552
H (3.570, -2.261, -1.756)  0.250
H (2.859, -2.810, -0.237)  0.011
H (5.012, -1.855, 0.896)  0.441
H (6.096, 0.003, -0.312)  0.444
H (5.091, -0.176, -1.719)  0.223
H (6.989, -2.754, 0.181)  0.289
H (8.121, -1.508, -0.223)  0.325
H (7.890, -3.042, -1.201)  0.301
H (4.187, 0.300, 0.951)  0.207
H (2.998, -0.813, 1.209)  -0.186
C (-3.310, 1.216, -1.390)  -1.036
C (-3.888, 0.133, -0.519)  0.396
C (-3.254, -1.264, -0.834)  0.645
O (-3.549, -2.384, 0.012)  0.075
C (-4.957, -2.567, 0.166)  -0.968
N (-3.667, 0.558, 0.858)  -0.484
H (-2.224, 1.323, -1.282)  -0.275
H (-3.739, 2.185, -1.141)  0.340
H (-3.523, 1.036, -2.451)  0.530
H (-4.966, 0.100, -0.705)  0.401
H (-2.166, -1.138, -0.809)  -1.023
H (-3.483, -1.580, -1.860)  0.382
H (-5.179, -3.526, 0.624)  0.325
H (-5.490, -2.521, -0.789)  0.318
H (-5.341, -1.768, 0.802)  0.308
H (-2.662, 0.613, 0.986)  -0.098
H (-3.895, -0.208, 1.489)  0.179
C (1.480, 1.502, 4.004)  -1.227
C (1.570, 0.423, 5.096)  0.010
C (1.160, 0.905, 6.472)  -0.860
O (1.956, 2.052, 6.770)  -0.307
C (1.891, 2.436, 8.125)  -0.769
N (0.554, -0.572, 4.690)  -0.102
H (1.662, 1.001, 3.052)  0.220
H (2.281, 2.233, 4.120)  0.610
H (0.492, 1.957, 4.036)  0.237
H (2.605, 0.065, 5.093)  0.303
H (1.373, 0.141, 7.232)  0.465
H (0.107, 1.173, 6.584)  0.367
H (2.439, 3.370, 8.208)  0.243
H (2.354, 1.673, 8.761)  0.301
H (0.867, 2.575, 8.487)  0.309
H (0.578, -1.355, 5.346)  0.285
H (0.802, -0.946, 3.787)  0.258
C (-0.678, 3.124, -2.742)  -0.722
C (-0.542, 1.824, -3.505)  1.021
C (0.121, 2.051, -4.849)  -1.059
O (-0.104, 0.944, -5.700)  -0.200
C (0.195, 1.155, -7.056)  -0.838
N (0.335, 0.821, -2.778)  -0.456
H (-1.425, 3.779, -3.196)  0.437
H (0.239, 3.722, -2.747)  0.384
H (-0.953, 3.029, -1.691)  -0.330
H (-1.508, 1.329, -3.624)  -0.067
H (1.203, 2.208, -4.847)  0.399
H (-0.387, 2.932, -5.272)  0.541
H (-0.459, 1.920, -7.488)  0.312
H (-0.003, 0.244, -7.621)  0.226
H (1.263, 1.381, -7.139)  0.352
H (-0.282, 0.464, -2.043)  0.223
H (0.369, 0.014, -3.399)  0.060
C (1.344, 4.830, 0.227)  -1.390
C (0.865, 3.614, 1.028)  0.391
C (-0.542, 3.846, 1.529)  -0.718
O (-1.422, 4.094, 0.440)  -0.124
C (-2.698, 4.444, 0.913)  -1.002
N (0.961, 2.469, 0.114)  -0.254
H (0.711, 4.902, -0.663)  0.180
H (2.353, 4.741, -0.174)  0.378
H (1.243, 5.783, 0.748)  0.395
H (1.536, 3.421, 1.863)  0.237
H (-0.566, 4.720, 2.190)  0.544
H (-0.896, 2.959, 2.067)  0.305
H (-3.388, 4.550, 0.080)  0.302
H (-2.736, 5.343, 1.536)  0.336
H (-3.117, 3.671, 1.570)  0.377
H (0.849, 1.572, 0.562)  0.121
H (0.218, 2.542, -0.571)  -0.498